No. 1
ORCA calculation (the ωB97M-V functional and the def2-TZVPD basis) on a molecular structure, C22H46CdFN4O20S3.

Output
electronic energy	-110251.0028	eV
maximum force	1.7	eV/A
total charge	+1

Each line ends with the Löwdin charge.
Cartesian coordinates (Å):
Cd  -3.146412  -0.092771  -0.389030  1.47
C  -0.051963  0.634943  0.838253  -0.32
O  -1.344713  0.618970  0.423440  -0.48
H  0.318157  -0.345093  1.222677  0.05
H  0.673587  0.936657  0.066143  0.06
H  0.133684  1.300068  1.712310  0.07
C  -0.633411  -3.401552  0.303304  0.04
C  -1.178068  -2.905864  -1.006718  -0.50
O  -2.103278  -2.092899  -1.035331  -0.06
N  -0.582487  -3.315634  -2.134632  0.04
C  -0.995010  -2.829659  -3.440085  -0.05
H  -1.485126  -3.668257  0.923731  0.09
H  -0.048464  -2.584570  0.732622  0.08
H  0.030950  -4.263841  0.244245  0.07
H  0.206674  -3.932368  -2.052026  0.14
H  -0.966235  -1.744482  -3.438437  0.06
H  -2.005675  -3.181885  -3.661105  0.10
H  -0.393107  -3.276432  -4.228064  0.09
C  -3.945189  -3.074561  2.855706  0.04
C  -3.162669  -1.910638  2.318029  -0.53
O  -3.565968  -1.234132  1.352258  -0.13
N  -1.990372  -1.627587  2.848738  0.06
C  -1.292903  -2.451654  3.821202  -0.04
H  -4.242706  -2.879879  3.882490  0.10
H  -3.302088  -3.957670  2.804895  0.09
H  -4.778450  -3.259949  2.187187  0.10
H  -1.462228  -0.874976  2.423476  0.11
H  -0.313130  -2.044470  4.046964  0.09
H  -1.125502  -3.445238  3.400086  0.08
H  -1.803150  -2.579121  4.776326  0.10
C  2.577422  2.476194  -2.229818  -0.01
C  3.635807  2.974539  -1.272296  -0.54
O  4.817460  2.897239  -1.546751  0.06
N  3.166539  3.454808  -0.085100  0.01
C  3.993081  4.049359  0.937979  -0.06
H  3.008446  1.810295  -2.971904  0.08
H  2.145062  3.343679  -2.740462  0.08
H  1.713877  1.956166  -1.803793  0.04
H  2.169306  3.425514  0.031636  0.11
H  4.983911  3.601707  0.839134  0.09
H  3.638101  3.769627  1.927694  0.08
H  4.075997  5.128767  0.829396  0.09
C  -3.986039  1.729773  -3.846642  0.03
C  -2.694385  1.174380  -3.352949  -0.53
O  -2.626210  0.351172  -2.411219  -0.12
N  -1.589091  1.655468  -3.870886  0.07
C  -0.257558  1.191336  -3.465047  -0.02
H  -3.895718  2.733485  -4.255472  0.10
H  -4.712526  1.706430  -3.039268  0.09
H  -4.354951  1.118444  -4.675363  0.10
H  -1.608848  2.303299  -4.640739  0.16
H  -0.107442  0.151319  -3.747633  0.08
H  -0.157129  1.292761  -2.384923  0.07
H  0.505245  1.814394  -3.919993  0.10
C  -1.100616  4.152822  0.121651  -0.04
C  -1.575528  3.657685  -1.242464  -0.30
O  -0.510541  3.907921  -2.085875  0.09
C  0.230017  4.954854  -1.543740  -0.54
O  1.007422  5.589738  -2.148451  0.21
O  -0.040025  5.046663  -0.226657  0.09
F  -2.661737  4.443922  -1.634819  0.04
H  -0.684223  3.336028  0.711669  0.12
H  -1.884071  4.675981  0.659700  0.14
H  -1.922198  2.635594  -1.342182  0.12
C  3.387798  -3.525045  1.750486  -0.16
C  2.470663  -2.676458  2.634231  -0.15
O  1.556870  -3.604475  3.241143  -0.22
S  1.930752  -5.114525  2.877278  0.57
O  1.143275  -5.539696  1.781484  -0.23
O  1.978756  -5.863333  4.064480  -0.18
O  3.401127  -4.795695  2.413210  -0.16
H  4.373471  -3.105636  1.602980  0.14
H  2.903691  -3.659904  0.781213  0.11
H  1.892986  -1.942594  2.068982  0.10
H  2.982243  -2.109737  3.413284  0.14
C  3.317973  -3.336163  -3.170809  -0.13
C  2.434702  -2.168909  -3.640262  -0.14
O  2.495655  -1.171784  -2.620740  -0.20
S  3.653633  -1.426916  -1.560060  0.57
O  3.134694  -1.337884  -0.246090  -0.22
O  4.770749  -0.654954  -1.917796  -0.17
O  3.913586  -2.948957  -1.926061  -0.18
H  4.140265  -3.611651  -3.830125  0.14
H  2.737614  -4.249966  -3.036399  0.13
H  1.398126  -2.496306  -3.705703  0.08
H  2.770736  -1.755689  -4.588050  0.14
C  -2.718646  2.588638  2.908691  -0.18
C  -1.955917  1.843128  3.984009  -0.17
O  -2.074747  2.712178  5.112842  -0.17
S  -1.795514  4.184816  4.571830  0.58
O  -0.422242  4.317204  4.296401  -0.20
O  -2.467634  5.122719  5.357652  -0.18
O  -2.566359  3.983213  3.183250  -0.19
H  -3.786137  2.347367  2.991139  0.14
H  -2.475651  2.370856  1.870738  0.09
H  -0.894369  1.728280  3.744170  0.12
H  -2.375748  0.871060  4.219533  0.12

Cartesian forces (eV/Å) of the 6 atoms listed first:
1.546 -0.724 0.120
0.810 -0.148 0.687
-0.917 0.543 0.030
-0.072 -0.028 -0.292
0.004 -0.027 -0.051
-0.136 0.137 -0.277

---

No. 2
ORCA calculation (the ωB97M-V functional and the def2-TZVPD basis) on 8 unconnected molecules or ions with the total composition C22H46Cl14NO.

Output
electronic energy	-202411.7495	eV
maximum force	0.9	eV/A
total charge	-1

Each line ends with the Löwdin charge.
Cartesian coordinates (Å):
C  -0.752847  -1.548446  0.625327  -0.14
C  0.774335  -1.528523  0.882028  -0.26
C  1.014808  -1.467368  2.394425  -0.23
C  2.469885  -1.595950  2.880634  -0.37
C  2.589293  -0.898507  4.280128  -0.10
C  3.020834  -3.044641  2.983518  -0.33
O  4.397660  -3.038707  2.406666  -0.15
C  2.341475  -4.067147  2.086879  -0.27
C  2.854358  -5.508977  2.323658  -0.30
N  2.125386  -6.222929  3.401970  -0.04
H  -1.249175  -0.681818  1.077413  0.01
H  -1.145503  -2.481091  1.054409  0.07
H  -0.968252  -1.541330  -0.451326  0.06
H  1.182876  -2.434499  0.427222  0.08
H  1.207377  -0.659597  0.378137  0.06
H  0.629407  -0.483843  2.709822  0.04
H  0.398260  -2.216628  2.914168  0.11
H  3.160675  -1.025847  2.238308  0.06
H  1.787479  -0.164278  4.457023  0.05
H  3.539679  -0.353581  4.372481  0.05
H  2.528612  -1.664980  5.060107  0.05
H  4.868117  -2.295641  2.779999  0.02
H  1.256501  -4.077565  2.255843  0.09
H  2.557429  -3.848895  1.009587  0.09
H  2.737417  -6.059238  1.374255  0.09
H  3.918294  -5.477015  2.577481  0.08
H  1.850680  -7.141220  3.080348  0.03
H  1.281659  -5.713440  3.630863  0.03
Cl  -5.009003  1.439850  4.377147  0.52
C  -4.238561  0.598021  3.000835  -0.67
C  -3.188593  -0.388729  3.441342  -0.66
Cl  -1.753857  0.403113  4.129303  0.57
H  -3.813770  1.355259  2.346209  0.05
H  -5.031526  0.074928  2.468170  0.06
H  -2.848266  -0.955116  2.574615  0.05
H  -3.576251  -1.083706  4.182553  0.07
Cl  3.920387  1.184637  0.957178  0.60
C  3.213544  2.616023  0.173879  -0.68
C  2.020343  3.138114  0.936251  -0.65
Cl  0.665220  1.986130  0.908868  0.58
H  2.937054  2.331231  -0.838714  0.03
H  3.981397  3.387808  0.125185  0.07
H  1.673317  4.064759  0.478679  0.06
H  2.266841  3.329508  1.978062  0.07
Cl  6.522225  -2.101448  7.232691  0.50
C  6.210546  -2.900510  5.660189  -0.65
C  7.361803  -2.719216  4.704062  -0.66
Cl  7.519138  -1.028216  4.150564  0.52
H  5.280518  -2.504775  5.254886  0.05
H  6.070786  -3.959813  5.864139  0.08
H  7.175148  -3.322307  3.816523  0.07
H  8.310665  -3.014347  5.145783  0.06
Cl  -2.421228  1.331230  -0.608923  0.55
C  -2.985529  2.459907  -1.857104  -0.66
C  -1.956855  2.678313  -2.934769  -0.65
Cl  -0.546130  3.607492  -2.355233  0.55
H  -3.255595  3.396951  -1.374976  0.07
H  -3.881799  2.022301  -2.294989  0.03
H  -2.400790  3.257285  -3.742047  0.05
H  -1.593673  1.735009  -3.335477  0.07
Cl  -5.052580  -0.676207  -1.025961  0.55
C  -6.052790  -1.474105  -2.266624  -0.66
C  -5.390149  -1.495558  -3.619289  -0.64
Cl  -5.244878  0.142733  -4.318974  0.56
H  -7.007771  -0.955642  -2.312442  0.07
H  -6.214126  -2.495020  -1.924362  0.07
H  -5.991710  -2.082161  -4.311479  0.07
H  -4.391754  -1.922409  -3.566193  0.07
Cl  2.776518  3.832095  -3.362884  0.55
C  2.082718  4.895033  -4.608173  -0.68
C  3.055484  5.182334  -5.723039  -0.67
Cl  4.419594  6.198666  -5.187669  0.53
H  1.756081  5.810120  -4.120421  0.07
H  1.208910  4.382116  -5.007645  0.06
H  2.547434  5.726701  -6.517528  0.07
H  3.468525  4.263644  -6.131719  0.07
Cl  -7.456226  5.116306  -7.082973  0.54
C  -6.876276  3.516117  -7.613058  -0.67
C  -6.451717  2.649748  -6.455403  -0.69
Cl  -4.980225  3.265012  -5.659057  0.53
H  -6.056103  3.675325  -8.308418  0.07
H  -7.699631  3.037349  -8.140493  0.07
H  -6.222622  1.646906  -6.811998  0.06
H  -7.230930  2.582915  -5.700451  0.07

Cartesian forces (eV/Å) of the 6 atoms listed first:
0.592 -0.207 -0.277
-0.824 -0.244 0.090
0.394 0.505 -0.144
0.114 -0.343 0.829
-0.151 0.017 -0.151
-0.316 -0.068 -0.192

---

The records above yield HOMO values of -11.16; -1.11 eV, respectively.